Entry 1:
22
Properties=species:S:1:pos:R:3:forces:R:3 method="wB97M-V/def2-TZVPD" total_charge=+1 lumo_ev=-3.00 multiplicity=1 de_lowest_kj_mol=52.1
C 0.91592 -1.65726 0.89670 3.08 2.53 -2.68
C 0.59622 -2.43166 -0.45686 0.99 1.75 1.34
C -0.84478 -0.68211 -0.17807 -0.27 0.01 0.69
C 1.50422 2.27832 -0.55206 1.68 -4.22 1.03
C -2.26006 1.32916 0.83952 -1.93 -2.66 -0.81
N -0.11664 -0.57752 0.90783 0.96 -0.29 1.05
N -0.53155 -1.69277 -0.94993 -0.68 -1.19 -0.06
O 0.96134 1.12145 -1.19944 1.25 -1.12 1.82
S -2.21750 0.16533 -0.57383 -1.34 1.56 -0.26
H 1.01477 -2.36780 1.67373 -0.74 -0.14 1.32
H 1.92429 -1.05815 0.85438 -1.63 -1.46 -0.07
H 1.27373 -2.42580 -1.27414 1.44 0.13 -0.09
H 0.46723 -3.42320 -0.15292 -1.05 -1.61 -0.02
H 1.94034 1.89036 0.42423 -1.28 0.99 -0.58
H 0.88293 3.07301 -0.61269 -2.05 2.52 0.68
H 2.37326 2.48552 -1.06140 2.06 1.02 -1.34
H -3.29982 1.42981 1.11040 -0.21 -0.35 0.50
H -1.98020 2.24671 0.53092 1.53 2.94 -0.90
H -1.65243 0.83858 1.54303 0.14 0.12 1.40
H 0.05535 0.34544 1.34452 0.06 -1.21 -0.46
H 0.29945 1.31987 -1.80598 -1.59 0.92 -1.71
H -1.30609 -2.20727 -1.30792 -0.43 -0.23 -0.84


Entry 2:
23
Properties=species:S:1:pos:R:3:forces:R:3 method="wB97M-V/def2-TZVPD" lumo_ev=0.63 multiplicity=1 de_lowest_kj_mol=17.8
C -3.23256 -0.89970 -0.45202 1.62 -1.27 -2.11
N -1.85904 -1.08911 -0.11922 -0.64 -0.40 1.01
C -1.09749 -0.15416 0.22195 1.94 -2.02 0.09
P -1.32401 1.63345 0.21564 -0.05 0.45 1.14
C 0.29877 -0.78882 0.57711 -1.96 0.74 2.36
P 0.12688 -2.62760 0.26347 2.28 0.64 -1.61
C 1.32999 0.05471 -0.00803 1.04 -0.34 0.11
P 3.08331 -0.06287 0.49730 0.18 0.11 0.96
N 0.88679 1.02758 -0.64210 0.06 0.86 -1.44
C 1.69823 2.12922 -1.10385 -1.82 -1.19 -2.44
H -3.78509 -1.79205 -0.23459 -0.34 -0.42 0.11
H -3.06083 -0.83726 -1.53619 -1.36 0.27 -0.15
H -3.67047 -0.06000 -0.03527 -1.01 1.82 0.66
H -0.52183 1.85958 1.42141 -0.33 -0.05 -0.91
H -2.44626 1.45208 1.04361 -0.69 0.38 0.30
H 0.37369 -0.57268 1.71262 0.07 -0.75 -1.32
H 1.61516 -2.84310 0.51876 -1.49 0.02 -0.32
H 0.37901 -2.39647 -1.23458 -0.36 -0.57 1.78
H 2.61625 0.22831 1.87022 0.68 -0.42 -0.85
H 3.03720 -1.47011 0.60361 0.16 0.09 0.33
H 0.93268 2.85151 -1.41698 0.75 0.15 -0.58
H 2.45404 1.84426 -1.86348 -0.65 0.28 0.19
H 2.16559 2.51317 -0.29936 1.94 1.61 2.69


Entry 3:
21
Properties=species:S:1:pos:R:3:forces:R:3 method="wB97M-V/def2-TZVPD" total_charge=-1 lumo_ev=3.47 multiplicity=1 de_lowest_kj_mol=159.7
N 2.45935 0.11489 -1.19772 0.89 3.28 1.81
C 2.44077 0.68901 0.22277 0.88 -1.59 -0.14
C 1.05374 1.26344 0.57914 0.38 -1.43 -0.49
N 0.19778 0.04477 0.69534 0.50 1.33 -0.65
C -1.22005 0.41921 0.81434 -0.58 -1.60 0.92
C -1.89840 -1.01494 0.49525 -0.02 1.95 -0.30
C -2.01759 -1.11009 -1.07326 -0.27 0.03 0.93
S -3.40455 0.09498 -1.42477 0.60 -0.45 -0.87
H 1.65108 -0.40849 -1.29978 -1.35 -1.49 -0.59
H 3.29839 -0.39485 -1.34004 0.40 -0.72 -0.13
H 2.65991 -0.18030 0.91251 -0.59 0.84 -0.26
H 3.33538 1.30996 0.38129 -0.57 0.47 -0.44
H 0.70618 1.98662 -0.20713 0.21 -0.50 0.56
H 1.01869 1.74135 1.57406 0.29 0.00 -0.46
H 0.31012 -0.55942 -0.15560 -0.43 0.99 1.17
H -1.50206 1.26961 0.11111 -0.06 -1.35 0.79
H -1.43986 0.72552 1.91005 0.41 -0.31 -1.62
H -2.94188 -1.10103 0.86337 0.67 0.25 -0.22
H -1.30039 -1.77866 1.03467 0.05 0.26 -0.47
H -2.37686 -2.13457 -1.21523 0.15 0.06 -0.61
H -1.02973 -0.97700 -1.68036 -1.57 -0.02 1.08


Entry 4:
21
Properties=species:S:1:pos:R:3:forces:R:3 method="wB97M-V/def2-TZVPD" total_charge=-1 lumo_ev=3.28 multiplicity=1 de_lowest_kj_mol=136.8
N -2.05524 -2.31216 1.23331 0.58 0.30 -0.23
C -2.03795 -1.31389 0.11949 -0.05 -1.20 0.45
C -0.67116 -0.68615 -0.27879 -2.19 0.73 -0.30
N -0.94018 0.77901 -0.47908 0.78 -0.36 -0.37
C 0.21657 1.57760 -0.06896 0.35 -0.05 0.94
C 1.58222 1.26053 -0.72008 -0.10 0.92 -1.68
C 2.66972 0.72783 0.18591 -0.23 0.31 1.85
S 2.91926 1.71754 1.75387 -0.17 0.06 -0.26
H -1.81768 -3.24296 0.91035 0.00 0.06 0.02
H -3.00530 -2.34271 1.57682 0.04 -0.19 0.10
H -2.43099 -1.83575 -0.76501 -0.38 0.59 -0.09
H -2.72222 -0.55581 0.50937 0.26 0.26 -0.71
H -0.43460 -1.02642 -1.29053 0.66 -0.75 0.51
H 0.05692 -0.91586 0.49472 0.30 0.27 -0.20
H -1.00599 0.89344 -1.48992 -0.24 0.04 0.15
H 0.32454 1.36766 1.00223 0.12 0.51 -0.07
H -0.01183 2.65108 -0.20049 -0.05 -0.53 0.17
H 1.88514 2.18935 -1.24669 0.34 -0.18 0.60
H 1.42863 0.61349 -1.60733 -0.10 -0.35 0.36
H 3.68353 0.71487 -0.19261 -0.16 -0.33 -0.84
H 2.36660 -0.26069 0.55341 0.26 -0.12 -0.38


Entry 5:
21
Properties=species:S:1:pos:R:3:forces:R:3 method="wB97M-V/def2-TZVPD" total_charge=+1 lumo_ev="-3.77 / -3.89" multiplicity=1 de_lowest_kj_mol=414.4
C 1.18048 1.51040 0.09725 -2.72 0.96 2.81
C -0.23795 2.16082 0.07478 0.11 -4.55 -1.36
C 0.74092 -1.02845 -0.00537 -3.97 -0.52 2.45
C 0.81368 -1.01584 -1.48557 2.18 -1.29 -0.95
C -2.23455 -1.34508 0.60697 -1.31 -0.69 1.78
N -1.23213 -0.29034 0.43296 1.73 -1.50 1.25
N 1.29041 0.12804 0.78684 0.28 0.27 -4.63
S -1.56691 0.86900 -0.60328 0.79 2.12 -1.34
H 1.56891 1.53814 -0.86436 1.00 -0.71 -1.61
H 1.76716 2.11591 0.76789 0.48 0.45 -0.03
H -0.68782 2.22781 0.99029 -0.54 0.71 2.66
H -0.24512 3.05131 -0.46054 -0.06 1.46 -1.08
H 0.57077 -1.91715 0.74467 0.78 1.57 -2.18
H 0.06490 -0.39578 -1.98774 -0.44 0.40 0.37
H 0.69113 -2.05765 -1.90846 0.04 1.06 0.75
H 1.81013 -0.66214 -1.94867 -1.23 -0.43 0.96
H -1.82717 -2.11816 1.28040 0.34 0.13 -0.60
H -3.12871 -1.04645 1.29177 1.43 0.37 -1.45
H -2.66969 -1.84909 -0.27322 0.43 0.48 0.04
H 2.26765 0.01069 0.72607 1.84 -0.39 0.37
H 1.06390 0.11398 1.73733 -1.17 0.09 1.79


Entry 6:
21
Properties=species:S:1:pos:R:3:forces:R:3 method="wB97M-V/def2-TZVPD" lumo_ev=0.96 multiplicity=1 de_lowest_kj_mol=462.9
C -0.55506 -0.66252 0.66684 0.50 -0.46 1.29
C 0.84319 0.12152 0.98861 -0.19 -1.55 0.46
C 0.59692 1.18140 2.00169 -1.56 4.06 -0.53
C -1.87563 0.63309 -0.90979 0.73 -2.24 1.94
C 0.89104 -1.46351 -1.81382 -1.03 -1.97 -0.39
N 1.50097 0.54964 -0.19197 -1.88 -0.28 -1.33
N -0.87040 -0.43424 -0.68458 -0.89 0.82 0.05
N 0.15820 -0.30371 -1.49780 0.98 1.60 1.19
H -0.27491 -1.73151 0.73944 -0.66 0.51 0.75
H -1.33947 -0.23986 1.40054 0.92 -1.37 -1.27
H 1.36676 -0.69546 1.52073 0.50 0.41 -0.54
H 0.53096 0.93250 3.04513 -0.31 -0.74 0.32
H -0.37657 1.82531 1.72726 1.82 -1.40 0.65
H 1.38088 1.97170 1.99340 -0.17 -0.62 -0.17
H -1.64839 0.78277 -1.92102 -0.60 1.52 -1.36
H -2.81725 0.12841 -0.69882 -0.35 0.44 -0.41
H -1.69929 1.36010 -0.12360 -0.15 0.94 -0.62
H 1.63066 -1.12604 -2.49428 1.11 -0.29 -0.28
H 1.18052 -2.17782 -1.04980 0.94 0.59 0.82
H 0.21190 -2.16978 -2.33181 -0.06 0.68 -0.56
H 1.16494 1.51801 -0.36634 0.35 -0.63 0.00


Entry 7:
21
Properties=species:S:1:pos:R:3:forces:R:3 method="wB97M-V/def2-TZVPD" lumo_ev=0.83 multiplicity=1 de_lowest_kj_mol=256.2
C -0.17236 1.52740 -0.36837 -0.47 -0.60 -0.97
N -0.21880 0.16286 0.15497 -2.12 -0.86 -1.00
C -0.83149 0.23008 1.48238 0.18 -0.54 -0.19
C -1.15973 -1.00014 -0.80396 0.70 1.03 2.04
N -1.90059 -0.60246 -1.91846 0.40 0.69 -0.25
H 0.49745 2.14902 0.23338 -0.02 -0.14 -0.05
H -1.15515 2.01281 -0.41604 -0.14 0.06 0.29
H 0.16946 1.50105 -1.40336 0.34 0.06 0.07
H -0.85113 -0.77365 1.90610 -0.18 -0.04 0.12
H -0.23572 0.84485 2.16401 0.06 0.09 -0.15
H -1.84843 0.64349 1.46653 -0.06 -0.03 0.03
H -1.85798 -1.37765 -0.05760 0.14 0.18 0.25
H -0.49383 -1.81620 -1.06326 0.53 0.41 0.03
H -1.31762 -0.35930 -2.71039 -0.18 0.10 0.03
H -2.57636 0.12099 -1.71038 0.03 -0.02 -0.20
C 2.42084 -0.56027 0.96881 -1.20 0.94 0.86
C 1.87859 -0.41003 -0.39233 2.60 -1.49 -2.79
N 2.09453 -0.62283 -1.53650 -1.32 0.91 2.32
H 3.00520 -1.47702 1.01895 0.00 0.20 0.18
H 2.96479 0.32589 1.30660 0.53 -0.17 -0.54
H 1.58834 -0.51890 1.67891 0.16 -0.77 -0.06


Entry 8:
21
Properties=species:S:1:pos:R:3:forces:R:3 method="wB97M-V/def2-TZVPD" lumo_ev=0.91 multiplicity=1 de_lowest_kj_mol=279.4
C 0.67609 0.64709 0.26455 -0.33 0.07 0.07
C 0.82636 1.46142 -0.99511 -0.07 -0.02 0.08
C -2.18378 0.77030 -0.68589 0.03 -0.02 0.05
C 0.89477 -3.02016 0.18460 0.08 0.00 -0.01
N -1.26332 0.48728 0.40645 0.46 -0.03 -0.04
N 1.00357 1.30757 1.44630 -0.06 -0.09 -0.14
C 0.25983 -1.65966 0.28335 -0.09 0.08 0.00
N 1.07428 -0.66481 0.19831 0.04 -0.11 0.01
H -1.47299 0.98037 1.26498 -0.01 -0.04 -0.05
H 1.47413 0.72479 2.12143 -0.03 0.00 -0.06
H 1.39375 2.23326 1.36329 -0.04 -0.06 -0.04
H -1.11724 -0.57716 0.53757 -0.01 0.17 -0.01
H 1.89016 1.58754 -1.20640 -0.04 -0.03 0.04
H 0.36585 2.44498 -0.88625 0.02 -0.03 0.02
H 0.37249 0.94114 -1.83591 0.00 -0.02 0.03
H -2.07693 1.79437 -1.05136 0.00 -0.04 0.02
H -1.96651 0.08891 -1.50915 0.00 0.02 0.03
H -3.22765 0.61762 -0.38878 0.09 0.01 -0.01
H 1.98360 -2.99932 0.04603 -0.08 0.03 0.01
H 0.65656 -3.59476 1.08563 0.01 0.05 -0.05
H 0.43697 -3.57078 -0.64364 0.02 0.05 0.05